No. 1
C20H43Cl5O2P2Pb | the ωB97M-V functional and the def2-TZVPD basis

Geometry as ORCA input:
```
! wB97M-V def2-TZVPD RIJCOSX def2/J DEFGRID3
* xyz 0 1
Pb 0.74247 -0.13454 0.48962
Cl -1.84166 0.82630 -0.91749
P 0.24257 2.56248 -1.19034
C -0.90604 4.02472 -0.90270
C 1.94235 3.35347 -0.92284
C 0.17792 2.27395 -3.02936
C -1.50368 3.94676 0.50630
H -1.70673 3.81575 -1.63055
C -0.36629 5.43057 -1.16982
H 0.42229 5.71934 -0.46538
H -1.19744 6.13903 -1.02723
H 0.01005 5.57058 -2.18938
H -1.95600 2.95880 0.67478
H -2.28425 4.71549 0.60773
H -0.74258 4.12551 1.27786
H -0.87459 1.95731 -3.13722
C 1.05911 1.12221 -3.54603
C 0.41392 3.56021 -3.81363
H -0.36910 4.30156 -3.63695
H 0.42560 3.33234 -4.88601
H 1.38233 4.00778 -3.56758
H 1.42550 0.44543 -2.76187
H 1.92193 1.49947 -4.10790
H 0.46468 0.51008 -4.23511
C 2.10619 3.77647 0.54425
H 1.94249 4.25106 -1.56612
C 3.10959 2.45207 -1.34262
H 1.39219 4.54379 0.85427
H 3.11481 4.18847 0.67815
H 2.01192 2.91091 1.21285
H 3.12775 1.50893 -0.77527
H 4.04577 2.97878 -1.11378
H 3.10346 2.21606 -2.41220
Cl 2.61103 0.07683 2.24255
H -0.09115 1.39507 1.38892
P -1.22773 -2.13600 1.40379
C -2.39057 -3.05651 0.29540
C -0.24929 -3.47299 2.26734
C -2.35221 -1.40712 2.69522
C -1.96546 -2.90702 -1.16725
H -3.34494 -2.51623 0.43089
C -2.58849 -4.52494 0.66144
H -1.66325 -5.09582 0.53316
H -3.33387 -4.94624 -0.02531
H -2.94830 -4.66972 1.68632
H -1.96781 -1.85028 -1.46540
H -2.68607 -3.45710 -1.79031
H -0.95883 -3.31701 -1.35648
H -3.01767 -0.77924 2.07326
C -1.62675 -0.47797 3.68803
C -3.19740 -2.47824 3.38733
H -3.88502 -2.97573 2.69572
H -3.79848 -2.00512 4.17408
H -2.57755 -3.24581 3.86960
H -0.56997 -0.29608 3.44108
H -1.67584 -0.88605 4.70706
H -2.12746 0.49979 3.69573
C 0.75163 -4.13894 1.31021
H -0.99951 -4.21572 2.58274
C 0.48306 -2.96576 3.50774
H 0.27485 -4.61993 0.44554
H 1.30065 -4.90780 1.88010
H 1.50000 -3.42151 0.92681
H 1.14652 -2.11670 3.26866
H 1.12757 -3.78011 3.87619
H -0.19631 -2.67220 4.31655
Cl 3.68315 -4.06421 -3.26198
C 3.59244 -2.62780 -2.24493
Cl 4.58998 -2.85037 -0.75855
Cl 4.18451 -1.19822 -3.16124
C 2.09739 -2.35443 -1.71742
O 1.22612 -3.21747 -1.86407
O 2.03451 -1.21044 -1.13693
*
```

Summary:
LUMO energy (alpha / beta)   -2.11 / -2.78 eV
Gap between HOMO and LUMO (alpha / beta)   6.389 / 5.149 eV
Molar mass   762.0 g/mol
Electronic energy   -4114.80576 Ha


No. 2
C5H9NO | the ωB97M-V functional and the def2-TZVPD basis

Geometry as ORCA input:
```
! wB97M-V def2-TZVPD RIJCOSX def2/J DEFGRID3
* xyz 0 1
C -1.07872 -0.18914 1.22058
C -0.29874 0.04220 0.07055
C 0.19380 -1.08008 -0.71057
C -0.36778 1.34130 -0.71547
O 1.07124 1.54057 -0.69215
C 1.31720 0.44063 0.07423
N 2.32004 0.08716 0.73247
H -0.82529 -1.03966 1.85044
H -1.50058 0.66798 1.74372
H -1.89657 -1.38505 0.11960
H 0.68598 -1.89972 -0.19727
H -1.48625 -1.77758 -0.50588
H 0.42095 -0.95394 -1.76701
H -0.87955 2.14558 -0.18156
H -0.72645 1.26164 -1.74639
H 3.05073 0.79814 0.70471
*
```

Summary:
LUMO energy   0.10 eV
Gap between HOMO and LUMO   8.105 eV
Molar mass   99.1 g/mol
Electronic energy   -325.68990 Ha


No. 3
C52H46BrF4HgN8OPTe | the ωB97M-V functional and the def2-TZVPD basis

Geometry as ORCA input:
```
! wB97M-V def2-TZVPD RIJCOSX def2/J DEFGRID3
* xyz 0 1
Hg -6.51531 7.56401 21.58037
F -8.47356 3.84296 13.47552
C -8.90565 4.78031 14.34603
C -9.55143 5.92428 13.89622
F -9.91156 6.04902 12.58479
C -9.73263 7.01782 14.74747
F -10.45134 8.12266 14.32124
C -9.34693 6.89927 16.10069
P -9.27086 8.29354 17.26981
C -7.96240 9.31868 16.53865
C -6.81658 9.52122 17.31679
C -5.69606 10.05868 16.70640
C -5.69754 10.35388 15.30888
C -6.89175 10.18233 14.57458
C -8.04123 9.70545 15.19564
C -10.83527 9.16421 17.01982
C -12.08232 8.52479 17.31888
C -13.21586 9.30532 17.41457
C -13.19986 10.70272 17.13917
C -12.01757 11.26666 16.72737
C -10.83792 10.50183 16.63323
C -8.90087 5.65028 16.59577
Br -8.70269 5.29665 18.41730
C -8.62577 4.61906 15.69059
F -7.99978 3.51124 16.14360
H -6.70938 9.21987 18.40092
H -4.77713 10.15029 17.28985
H -4.78330 10.74696 14.83829
H -6.84753 10.41000 13.50703
H -8.89214 9.40690 14.58596
H -12.19382 7.47832 17.59044
H -14.13455 8.78277 17.65530
H -14.09821 11.31569 17.24722
H -11.92509 12.36157 16.59450
H -9.95079 10.98130 16.25201
N -6.91526 5.63560 25.83654
C -6.21855 6.70510 25.36856
N -5.67245 6.40131 24.18849
C -6.08171 5.11722 23.95068
N -6.80822 4.57973 24.92555
C -5.75633 4.45600 22.70093
C -6.18921 3.16743 22.36175
N -5.89630 2.55285 21.21111
C -5.20487 3.30900 20.34532
C -4.74942 4.58898 20.67503
N -5.08148 5.17376 21.81228
H -7.33791 5.43613 26.75154
H -5.97663 7.64655 25.93561
H -6.78237 2.57236 23.09465
H -4.88043 2.80799 19.42438
H -4.17661 5.24033 20.00331
N -10.73465 12.71679 20.38639
C -10.21147 13.72269 19.64680
C -8.87851 13.46783 19.32261
C -8.51831 12.26631 19.90582
N -9.68843 11.80294 20.48882
H -11.58276 12.09216 21.37039
H -10.75327 14.58561 19.31629
H -8.19788 14.07710 18.71222
H -7.63241 11.65640 19.83351
C -3.01025 14.03258 29.17301
C -3.88003 13.61756 28.00561
C -5.27555 13.67402 28.16675
C -6.16660 13.32120 27.16069
C -7.61594 13.38110 27.40656
C -5.63716 12.93391 25.89168
Te -6.97615 12.49801 24.20726
N -9.81805 10.65398 21.12707
C -10.89517 10.37294 21.84381
O -11.88252 11.20239 21.99606
C -10.98845 9.09163 22.48425
C -9.86744 8.20803 22.45843
C -9.97949 6.87003 22.94633
C -11.23994 6.46724 23.39977
C -12.35712 7.32395 23.45796
C -12.22458 8.62340 22.96660
C -7.51874 14.46406 23.30044
C -6.46664 15.28403 22.82675
C -5.06137 14.88450 22.74875
C -6.76476 16.57548 22.44833
C -8.05993 17.03903 22.39927
C -8.43058 18.40668 21.88486
C -9.10055 16.15849 22.72474
C -8.85589 14.90460 23.29377
C -9.99872 14.00752 23.77192
C -4.25142 12.74914 25.80972
C -3.72832 12.03210 24.55922
C -3.37947 13.13597 26.82503
H -3.53420 14.42127 30.02194
H -2.24773 14.80377 28.89814
H -2.51010 13.14829 29.55557
H -5.70013 13.94254 29.15245
H -7.83028 13.81647 28.38017
H -8.02392 12.38892 27.31322
H -8.10720 13.96309 26.63437
H -8.88023 8.56804 22.18563
H -9.09552 6.25204 22.97324
H -11.29801 5.40254 23.74299
H -13.29361 6.94247 23.87295
H -13.06215 9.30429 23.03881
H -5.00582 13.96943 22.11876
H -4.71529 14.67322 23.75600
H -4.44859 15.61741 22.29347
H -5.97566 17.22634 22.12016
H -8.38444 19.17112 22.63813
H -9.38491 18.37715 21.35885
H -7.70814 18.76700 21.06331
H -10.13647 16.62097 22.63582
H -10.07001 13.04619 23.19027
H -10.94812 14.51952 23.95762
H -9.73947 13.64027 24.76535
H -4.18699 11.06189 24.49949
H -2.68456 11.89422 24.64112
H -3.98745 12.53774 23.66274
H -2.28553 13.09532 26.66523
*
```

Summary:
LUMO energy   -0.01 eV
Gap between HOMO and LUMO   7.741 eV
Molar mass   1314.1 g/mol
Electronic energy   -6258.54110 Ha


No. 4
I2S2 | the ωB97M-V functional and the def2-TZVPD basis

Geometry as ORCA input:
```
! wB97M-V def2-TZVPD RIJCOSX def2/J DEFGRID3
* xyz 0 1
S 0.19271 -1.88431 -0.66978
S 0.02479 0.01445 1.80229
I 0.44914 -0.31267 -2.32696
I -0.66664 2.18254 1.19446
*
```

Summary:
LUMO energy (alpha / beta)   -3.43 / -3.43 eV
Gap between HOMO and LUMO (alpha / beta)   5.513 / 5.521 eV
Molar mass   317.9 g/mol
Electronic energy   -1391.68318 Ha


Among the records above, which one has the lowest electronic energy?
C52H46BrF4HgN8OPTe


Repeat the first record exactly.
C20H43Cl5O2P2Pb | the ωB97M-V functional and the def2-TZVPD basis

Geometry as ORCA input:
```
! wB97M-V def2-TZVPD RIJCOSX def2/J DEFGRID3
* xyz 0 1
Pb 0.74247 -0.13454 0.48962
Cl -1.84166 0.82630 -0.91749
P 0.24257 2.56248 -1.19034
C -0.90604 4.02472 -0.90270
C 1.94235 3.35347 -0.92284
C 0.17792 2.27395 -3.02936
C -1.50368 3.94676 0.50630
H -1.70673 3.81575 -1.63055
C -0.36629 5.43057 -1.16982
H 0.42229 5.71934 -0.46538
H -1.19744 6.13903 -1.02723
H 0.01005 5.57058 -2.18938
H -1.95600 2.95880 0.67478
H -2.28425 4.71549 0.60773
H -0.74258 4.12551 1.27786
H -0.87459 1.95731 -3.13722
C 1.05911 1.12221 -3.54603
C 0.41392 3.56021 -3.81363
H -0.36910 4.30156 -3.63695
H 0.42560 3.33234 -4.88601
H 1.38233 4.00778 -3.56758
H 1.42550 0.44543 -2.76187
H 1.92193 1.49947 -4.10790
H 0.46468 0.51008 -4.23511
C 2.10619 3.77647 0.54425
H 1.94249 4.25106 -1.56612
C 3.10959 2.45207 -1.34262
H 1.39219 4.54379 0.85427
H 3.11481 4.18847 0.67815
H 2.01192 2.91091 1.21285
H 3.12775 1.50893 -0.77527
H 4.04577 2.97878 -1.11378
H 3.10346 2.21606 -2.41220
Cl 2.61103 0.07683 2.24255
H -0.09115 1.39507 1.38892
P -1.22773 -2.13600 1.40379
C -2.39057 -3.05651 0.29540
C -0.24929 -3.47299 2.26734
C -2.35221 -1.40712 2.69522
C -1.96546 -2.90702 -1.16725
H -3.34494 -2.51623 0.43089
C -2.58849 -4.52494 0.66144
H -1.66325 -5.09582 0.53316
H -3.33387 -4.94624 -0.02531
H -2.94830 -4.66972 1.68632
H -1.96781 -1.85028 -1.46540
H -2.68607 -3.45710 -1.79031
H -0.95883 -3.31701 -1.35648
H -3.01767 -0.77924 2.07326
C -1.62675 -0.47797 3.68803
C -3.19740 -2.47824 3.38733
H -3.88502 -2.97573 2.69572
H -3.79848 -2.00512 4.17408
H -2.57755 -3.24581 3.86960
H -0.56997 -0.29608 3.44108
H -1.67584 -0.88605 4.70706
H -2.12746 0.49979 3.69573
C 0.75163 -4.13894 1.31021
H -0.99951 -4.21572 2.58274
C 0.48306 -2.96576 3.50774
H 0.27485 -4.61993 0.44554
H 1.30065 -4.90780 1.88010
H 1.50000 -3.42151 0.92681
H 1.14652 -2.11670 3.26866
H 1.12757 -3.78011 3.87619
H -0.19631 -2.67220 4.31655
Cl 3.68315 -4.06421 -3.26198
C 3.59244 -2.62780 -2.24493
Cl 4.58998 -2.85037 -0.75855
Cl 4.18451 -1.19822 -3.16124
C 2.09739 -2.35443 -1.71742
O 1.22612 -3.21747 -1.86407
O 2.03451 -1.21044 -1.13693
*
```

Summary:
LUMO energy (alpha / beta)   -2.11 / -2.78 eV
Gap between HOMO and LUMO (alpha / beta)   6.389 / 5.149 eV
Molar mass   762.0 g/mol
Electronic energy   -4114.80576 Ha


What is the electronic energy in the second record?
-325.68990 Ha